Record 1
This record from OMol25 describes a structure of composition C32H64ClF3N2O5Si2 at a distorted geometry. The level of theory is ωB97M-V/def2-TZVPD.

```
! wB97M-V def2-TZVPD RIJCOSX def2/J DEFGRID3
* xyz 0 3
C -9.21868 -2.79980 4.76288
C -8.65234 -2.81489 3.33665
C -7.17980 -3.23573 3.38231
C -6.38874 -2.90681 2.06180
C -5.35810 -4.06628 1.87497
Si -5.54512 -1.23752 2.32941
C -4.32182 -1.44794 3.78156
C -2.90469 -1.67537 3.28411
O -2.11684 -2.25191 3.93694
C -6.80552 0.12873 2.68834
C -7.14647 0.27756 4.19062
C -8.55685 0.86613 4.36271
Cl -8.61064 2.47314 3.54403
O -4.61415 -0.70167 1.02584
Si -5.05200 -1.21831 -0.50720
C -3.77208 -0.50872 -1.69121
C -2.44222 -1.24507 -1.49323
O -1.53476 -0.38508 -0.80522
C -0.46653 -1.08853 -0.25655
C 0.78442 -0.23971 -0.21559
F 0.50172 1.00107 0.11916
F 1.61489 -0.72050 0.66589
F 1.35258 -0.16316 -1.40071
H -10.27823 -2.55565 4.76651
H -8.73157 -2.05282 5.39146
H -9.07671 -3.75801 5.25596
H -8.81400 -1.83672 2.89496
H -9.21422 -3.58979 2.82236
H -6.71411 -2.78817 4.26199
H -7.13881 -4.31660 3.49965
H -7.14208 -2.88151 1.27336
H -5.12423 -4.49074 2.84515
H -5.76886 -4.81300 1.20645
H -4.44359 -3.67656 1.43396
H -4.55009 -2.32484 4.38028
H -4.37196 -0.55475 4.40449
H -2.59218 -1.34326 2.27730
H -6.39906 1.08180 2.35662
H -7.73101 -0.02398 2.13134
H -6.47312 0.97485 4.68104
H -7.12461 -0.67674 4.71433
H -8.82214 0.97330 5.40589
H -9.27560 0.24000 3.84529
H -4.86631 -2.68673 -0.53788
H -6.44725 -0.91777 -0.87264
H -4.08199 -0.53781 -2.73097
H -3.56819 0.51654 -1.38324
H -2.56611 -2.13814 -0.87159
H -1.99528 -1.52913 -2.44683
H -0.23177 -1.95261 -0.88711
H -0.64437 -1.45068 0.76073
C 4.25384 -0.91089 -1.41569
C 5.34239 -1.90562 -0.94282
C 6.72078 -1.24026 -0.99697
C 7.26035 -1.06826 -2.41605
C 7.22975 -2.39707 -3.17081
C 5.85084 -3.05902 -3.15416
N 5.29391 -3.14727 -1.77253
O 5.90424 -4.09230 -1.14228
C 4.89612 -2.27522 -4.07865
C 5.94186 -4.44140 -3.79876
C 4.99500 -2.19896 0.51573
H 3.41656 -1.42736 -1.88074
H 3.83847 -0.35089 -0.57985
H 4.63264 -0.16225 -2.11226
H 7.43716 -1.83939 -0.42553
H 6.67203 -0.26667 -0.50306
H 6.68780 -0.30957 -2.95734
H 8.28659 -0.69684 -2.37352
H 7.54955 -2.24037 -4.20333
H 7.96762 -3.07002 -2.72143
H 3.88442 -2.68042 -4.02619
H 5.23143 -2.35320 -5.11362
H 4.85000 -1.21088 -3.86414
H 6.67227 -5.08139 -3.30511
H 6.25497 -4.34600 -4.83860
H 4.97392 -4.94544 -3.78427
H 4.01691 -2.67678 0.59962
H 4.96081 -1.26588 1.07856
H 5.73280 -2.83483 1.00332
C 2.80744 4.06180 0.67236
C 2.16496 4.23253 -0.72765
C 2.61021 3.09371 -1.64976
C 4.05951 3.21710 -2.11804
C 4.31380 4.59253 -2.73469
C 3.90594 5.74229 -1.81154
N 2.51766 5.57160 -1.29130
O 1.68728 5.85668 -2.23539
C 4.91562 5.84745 -0.64974
C 4.05417 7.06916 -2.55467
C 0.66118 4.11308 -0.48134
H 2.96527 5.02424 1.15952
H 2.15893 3.48683 1.33366
H 3.75534 3.52421 0.64642
H 1.96348 3.06653 -2.53289
H 2.47092 2.14043 -1.13929
H 4.74999 3.03816 -1.28831
H 4.27084 2.44102 -2.85797
H 5.37006 4.68856 -2.99640
H 3.75858 4.66029 -3.67622
H 4.60626 6.61035 0.06613
H 5.89696 6.13045 -1.03277
H 5.06767 4.91534 -0.11220
H 3.46767 7.09771 -3.47230
H 5.09567 7.22110 -2.83888
H 3.75221 7.90743 -1.92444
H 0.30374 4.91169 0.17246
H 0.43616 3.16474 0.00098
H 0.07864 4.13730 -1.40167
*
```

Summary:
* HOMO (alpha / beta): -0.308 / -0.339 Ha
* LUMO level (alpha / beta): 0.58 / 0.32 eV
* energy: -83869.1387 eV

Here are the Mulliken charges for atoms 1 to 6, given in e: -1.55, -0.31, -1.10, 0.66, -1.79, -0.87

***

Record 2
This record from OMol25 describes a cluster of 8 separate species, C32H64O24 in total at a distorted geometry. The level of theory is ωB97M-V/def2-TZVPD.

```
! wB97M-V def2-TZVPD RIJCOSX def2/J DEFGRID3
* xyz 0 1
C -19.60171 16.73408 -31.27643
C -18.77593 15.75520 -32.08434
O -19.55411 15.09265 -33.08489
C -19.81973 15.73509 -34.20822
O -19.55447 16.88086 -34.46005
O -20.42348 14.89564 -35.04049
C -21.09962 15.49415 -36.14315
H -20.45406 16.16857 -30.90521
H -19.92171 17.51941 -31.96134
H -18.98501 17.20295 -30.51387
H -18.31953 14.94761 -31.50956
H -17.89892 16.21161 -32.55836
H -21.81681 14.76886 -36.51818
H -20.37474 15.66304 -36.94092
H -21.60096 16.40951 -35.84348
C -21.24338 16.91960 -23.26915
C -21.44830 18.42821 -23.21595
O -22.74023 18.83877 -23.61488
C -23.06066 18.60931 -24.88978
O -22.29831 18.17786 -25.72031
O -24.31930 18.96811 -25.07983
C -24.89671 18.63243 -26.32456
H -20.93897 16.69884 -24.29508
H -22.16649 16.38044 -23.05494
H -20.48252 16.54774 -22.58790
H -20.63866 18.94278 -23.73677
H -21.37630 18.76982 -22.18126
H -25.77808 19.25387 -26.42544
H -25.09839 17.56260 -26.36537
H -24.23313 18.84277 -27.16662
C -19.26233 17.95337 -26.97621
C -18.07615 18.42157 -26.14770
O -18.43367 19.69878 -25.59652
C -17.60911 20.70464 -25.82134
O -16.51750 20.62959 -26.33527
O -18.17990 21.82074 -25.39720
C -17.53878 23.04689 -25.78416
H -19.63793 18.81366 -27.52765
H -20.03955 17.60245 -26.29907
H -19.01633 17.16426 -27.68466
H -17.19743 18.54283 -26.77722
H -17.73801 17.70593 -25.39829
H -17.41938 23.05146 -26.87073
H -16.52390 23.13501 -25.40285
H -18.20776 23.84121 -25.48557
C -16.34254 13.66175 -29.12254
C -16.06507 13.49212 -27.62956
O -15.01580 14.31475 -27.13789
C -15.28658 15.60088 -26.95224
O -16.33101 16.14116 -27.21223
O -14.21037 16.17636 -26.43186
C -14.19995 17.59635 -26.28457
H -15.47306 13.30374 -29.67381
H -16.53679 14.69832 -29.39092
H -17.20960 13.04690 -29.36040
H -15.68835 12.47952 -27.48855
H -16.98624 13.58728 -27.05443
H -14.03439 17.82604 -25.23148
H -15.12064 18.07046 -26.60986
H -13.33938 17.96972 -26.83679
C -18.81242 14.47413 -25.61645
C -19.35913 14.12685 -24.24066
O -18.63212 12.96433 -23.77747
C -19.35844 11.95651 -23.29676
O -20.49935 12.00175 -22.93153
O -18.58448 10.86914 -23.24210
C -19.27257 9.64202 -22.98637
H -18.89662 13.64577 -26.31890
H -17.75260 14.71931 -25.52169
H -19.35206 15.33246 -26.01842
H -20.41261 13.89711 -24.36968
H -19.12004 14.91279 -23.53416
H -18.52959 8.86077 -23.10466
H -20.08271 9.49636 -23.69989
H -19.68254 9.64348 -21.97752
C -17.34367 26.48846 -30.41406
C -16.87872 25.97286 -29.05870
O -16.34207 27.07717 -28.31325
C -16.24943 26.93628 -27.00007
O -16.52695 25.93449 -26.38941
O -15.74089 28.04002 -26.47542
C -15.45692 27.97398 -25.08072
H -16.45728 26.75226 -30.99115
H -17.94984 27.38119 -30.29000
H -17.86243 25.66237 -30.89470
H -16.06969 25.24935 -29.17500
H -17.70034 25.51498 -28.50906
H -14.71581 27.19252 -24.91112
H -16.32562 27.65989 -24.49510
H -15.17674 28.96227 -24.74153
C -8.81741 23.37700 -27.61065
C -9.31073 23.74198 -26.21652
O -10.72795 23.66761 -26.10657
C -11.23515 22.45388 -25.95143
O -10.63002 21.42303 -26.09166
O -12.52146 22.59034 -25.65130
C -13.28717 21.39808 -25.54198
H -9.43969 22.64048 -28.11709
H -7.84717 22.87738 -27.58377
H -8.77411 24.27324 -28.22940
H -9.07606 24.76879 -25.94845
H -8.80384 23.12213 -25.47286
H -13.67328 21.26753 -24.52561
H -12.67884 20.53054 -25.77772
H -14.19380 21.50932 -26.13376
C -19.09366 21.90905 -22.30780
C -19.22327 23.41370 -22.22830
O -18.73675 23.89919 -20.98484
C -19.60824 24.53022 -20.19371
O -20.79019 24.61726 -20.33829
O -18.92661 25.03759 -19.16767
C -19.67083 25.83890 -18.26104
H -18.04357 21.62983 -22.14651
H -19.33711 21.45605 -23.26415
H -19.67047 21.42654 -21.51814
H -20.28508 23.62885 -22.36924
H -18.72223 23.94300 -23.03776
H -20.16422 26.65812 -18.78227
H -18.99081 26.18124 -17.48994
H -20.45367 25.24663 -17.77902
*
```

Summary:
* SMILES: CCOC(=O)OC.CCOC(=O)OC.CCOC(=O)OC.CCOC(=O)OC.CCOC(=O)OC.CCOC(=O)OC.CCOC(=O)OC.CCOC(=O)OC
* HOMO: -0.395 Ha
* LUMO level: 0.52 eV
* energy: -83362.7497 eV
* ΔE to the lowest compared entry with this formula, charge and spin: 18.0 kcal per mole

Here are the Mulliken charges for atoms 1 to 6, given in e: -0.83, -0.14, -0.36, 0.75, -0.55, -0.35

***

Record 3
This record from OMol25 describes a cluster of 3 separate species, C32H65BFN2O15P3S in total at a distorted geometry. The level of theory is ωB97M-V/def2-TZVPD.

```
! wB97M-V def2-TZVPD RIJCOSX def2/J DEFGRID3
* xyz 0 1
C 2.87164 -2.92153 4.05359
C 1.43996 -2.67646 3.45904
C 1.42438 -2.57852 1.86756
C -0.09092 -2.24311 1.47941
O -0.25421 -0.86113 1.73980
C -1.58309 -0.37085 1.38450
O -2.50524 -1.19710 2.01331
C -3.55396 -1.91774 1.45091
C -3.27351 -2.90338 0.23048
C -4.19432 -2.66060 -1.03359
F -3.87077 -3.71768 -1.95287
C -3.95733 -2.91926 2.65190
C -5.56933 -3.29095 2.55088
C -5.96679 -4.27908 1.31326
O -5.90567 -4.69203 2.82614
P -5.01656 -0.71983 1.17096
S -5.43660 0.20266 2.86788
B -1.54330 -0.05916 -0.19332
O -2.62284 0.23866 -1.07009
O -0.28389 -0.14176 -0.84521
C -1.65060 1.07986 2.11067
C -0.28330 1.67798 2.55389
C 0.78454 2.03650 1.45188
C 2.15575 1.26980 1.74861
N 2.75867 1.01305 0.40506
C 4.00853 0.19644 0.51190
C 3.94795 -0.82386 -0.69860
C 3.68821 -0.24854 -2.03822
C 3.56169 -1.10003 -3.21599
C 3.70505 -2.54402 -3.02155
C 4.00720 -3.13631 -1.71567
C 4.13344 -2.27137 -0.52386
O 4.41971 -2.82904 0.70816
N -2.58673 1.93374 1.34549
C -2.17772 3.32470 1.08782
C -3.42845 4.03705 0.38395
C -3.06549 4.55806 -1.05269
O -3.02220 3.53983 -2.06102
C -4.32589 3.10252 -2.44462
H 3.51788 -2.00474 3.96065
H 2.73926 -3.07844 5.16494
H 3.35614 -3.84599 3.64927
H 0.95350 -1.72476 3.82062
H 0.72322 -3.51100 3.71763
H 1.72594 -3.55928 1.41253
H 2.08823 -1.77171 1.47228
H -0.70175 -2.94132 2.11067
H -0.18851 -2.55929 0.40539
H -2.21953 -2.85737 -0.16022
H -3.43508 -3.98781 0.48897
H -5.28793 -2.71343 -0.81340
H -3.97045 -1.71033 -1.57820
H -3.86966 -2.42407 3.64994
H -3.41423 -3.88992 2.60087
H -6.33127 -2.47639 2.84219
H -5.26286 -5.09247 1.02895
H -7.07291 -4.31903 1.15549
H -4.72761 0.31067 0.24242
H -6.17250 -1.40131 0.65866
H -2.72471 1.21354 -1.13638
H -0.45296 -0.36165 -1.78355
H -2.19166 0.85791 3.08487
H 0.23558 1.03260 3.32003
H -0.50554 2.62661 3.13110
H 1.05531 3.12717 1.58973
H 0.45891 1.93773 0.38906
H 1.98190 0.28497 2.25956
H 2.86266 1.93008 2.33203
H 2.07578 0.38292 -0.04215
H 4.03322 -0.43255 1.44731
H 4.93872 0.81746 0.46666
H 3.58922 0.86584 -2.10268
H 3.35527 -0.61471 -4.19570
H 3.57318 -3.17935 -3.93498
H 4.12533 -4.23971 -1.61921
H 4.31133 -3.79465 0.69132
H -3.46275 2.00535 1.88086
H -1.85173 3.92138 1.97934
H -1.38565 3.29112 0.28120
H -3.80145 4.89738 0.99750
H -4.28541 3.30004 0.33784
H -2.02268 4.98393 -0.98551
H -3.77182 5.37079 -1.39064
H -4.25353 2.29436 -3.22525
H -4.90169 2.64913 -1.58647
H -4.91357 3.97331 -2.85279
C 3.19807 7.28154 2.10797
O 2.68384 6.25102 2.96109
P 3.82317 5.55222 4.02942
O 2.90954 4.39111 4.32173
O 3.60359 6.77646 5.09758
C 2.31147 6.96571 5.65839
O 5.04591 4.91640 5.03542
C 6.34246 5.50783 4.87786
H 2.38279 7.66149 1.49352
H 3.60866 8.10303 2.70227
H 3.97252 6.87461 1.45475
H 1.70560 6.06009 5.62353
H 1.79817 7.76659 5.12123
H 2.43295 7.26550 6.69940
H 6.30241 6.58243 5.07439
H 6.71312 5.33152 3.86546
H 7.02421 5.04203 5.58813
C -1.85744 -4.07585 -7.18693
O -0.91147 -3.00308 -7.28330
P 0.71132 -3.42692 -6.94015
O 1.09280 -1.97228 -6.82941
O 0.92266 -3.96920 -8.47267
C 0.75099 -3.05450 -9.54699
O 2.32022 -3.88315 -6.56296
C 2.47597 -5.26398 -6.20644
H -2.84356 -3.69237 -7.44588
H -1.59606 -4.88197 -7.87866
H -1.88502 -4.45976 -6.16521
H 0.87787 -2.01761 -9.23539
H -0.24465 -3.18493 -9.97695
H 1.49407 -3.28381 -10.31093
H 2.13609 -5.91238 -7.01826
H 1.90745 -5.48181 -5.29891
H 3.53121 -5.45646 -6.01566
*
```

Summary:
* SMILES: CCCCO[C@](O[C@@](CCF)(C[C@H]1CO1)[PH2]=S)(B(O)O)[C@@H](CCCNCc1ccccc1O)NCCCOC.COP(=O)(OC)OC.COP(=O)(OC)OC
* HOMO: -0.298 Ha
* LUMO level: -2.63 eV
* energy: -110016.7736 eV

Here are the Mulliken charges for atoms 1 to 6, given in e: -1.15, -0.22, 0.41, -0.03, 0.19, 0.21

***

Record 4
This record from OMol25 describes a structure of composition C32H66AlO9. The level of theory is ωB97M-V/def2-TZVPD.

```
! wB97M-V def2-TZVPD RIJCOSX def2/J DEFGRID3
* xyz -1 1
C 2.23483 -2.99609 -0.72899
C 3.66856 -2.43407 -0.73270
C 3.79206 -0.89120 -0.71924
C 2.80995 -0.16294 0.21837
C 3.00369 -0.68452 1.65013
C 2.82414 1.41317 0.07771
C 2.71567 2.21053 1.40571
C 1.28311 2.57469 1.83073
C 0.27887 1.41840 1.88351
C -1.15535 1.79854 1.44135
C -1.46592 1.18277 0.08343
C -1.54102 -0.35069 0.17334
O -1.61285 -0.76423 1.53090
C -0.83720 -1.89991 1.84646
C 4.08250 1.91737 -0.70774
O 3.90795 1.86425 -2.09549
Al 2.15133 1.74665 -2.47103
O 1.71556 1.76605 -0.73790
H 2.18038 -3.89054 -1.35722
H 1.51817 -2.28122 -1.13895
H 1.92049 -3.29365 0.27246
H 4.18428 -2.79048 -1.63087
H 4.23384 -2.83767 0.11526
H 4.80444 -0.64941 -0.37914
H 3.67169 -0.53672 -1.74272
H 1.80043 -0.42961 -0.11543
H 3.94247 -0.29792 2.06613
H 3.02882 -1.77614 1.69899
H 2.21336 -0.34206 2.32202
H 3.25285 1.74378 2.23632
H 3.23156 3.15344 1.23193
H 1.34591 2.99832 2.84312
H 0.93625 3.38443 1.18507
H 0.59789 0.63809 1.19233
H 0.24277 0.99160 2.89213
H -1.88240 1.43236 2.17260
H -1.26200 2.88387 1.36596
H -0.70019 1.47067 -0.64085
H -2.43625 1.55013 -0.27308
H -2.44709 -0.70121 -0.34417
H -0.68861 -0.80947 -0.34211
H 0.17547 -1.83575 1.42979
H -0.75198 -1.91954 2.93600
H -1.29859 -2.83730 1.50871
H 4.28119 2.96894 -0.43792
H 4.98835 1.37829 -0.38520
H 1.90381 0.28247 -3.15051
H 1.53894 2.93137 -3.38142
C -5.20382 2.57958 5.92750
C -3.86088 2.46994 5.23783
O -3.20738 3.45168 4.97594
C -3.39439 1.07412 4.90363
H -5.43214 3.62628 6.11691
H -5.98338 2.14540 5.29913
H -5.18449 2.03501 6.87321
H -4.11506 0.58849 4.24330
H -3.30951 0.48808 5.82087
H -2.42642 1.11031 4.40836
C -1.45622 -6.69388 1.56076
C -0.39552 -6.11367 0.64972
O 0.10576 -5.03793 0.87179
C 0.00271 -6.94775 -0.54149
H -1.65151 -6.00316 2.37862
H -2.37775 -6.86671 1.00138
H -1.11916 -7.64879 1.96807
H -0.86333 -7.12709 -1.18106
H 0.38929 -7.91291 -0.20819
H 0.76808 -6.42884 -1.11349
C -0.67410 -1.81735 -4.10900
C -0.36717 -2.73451 -5.25593
O -0.72481 -3.89410 -5.29466
C 0.42196 -2.12039 -6.38830
H -1.23462 -2.34772 -3.33983
H 0.25426 -1.43212 -3.67862
H -1.26084 -0.97816 -4.48300
H 1.38149 -1.75722 -6.01515
H -0.12967 -1.27142 -6.79492
H 0.58860 -2.86309 -7.16689
C 3.80826 7.43466 3.41556
C 4.10344 6.39219 2.35937
O 3.80959 5.23262 2.51307
C 4.77996 6.87367 1.09649
H 3.32123 6.96202 4.26560
H 4.73524 7.90842 3.74438
H 3.15370 8.20656 3.00695
H 5.74463 7.32561 1.33613
H 4.16092 7.62510 0.60293
H 4.92985 6.03261 0.42307
C -0.23969 2.32190 -6.01910
C -1.61959 1.73038 -6.09949
O -1.81004 0.54946 -5.90316
C -2.75558 2.66656 -6.43788
H 0.47727 1.54454 -5.76382
H 0.03088 2.76255 -6.98175
H -0.19640 3.09421 -5.24978
H -2.57814 3.12990 -7.40998
H -2.82096 3.45623 -5.68775
H -3.69227 2.11354 -6.46490
C -4.60691 -2.09275 1.42887
C -5.33437 -3.21166 2.12351
O -6.10871 -3.01694 3.03416
C -5.04160 -4.60979 1.62734
H -4.89015 -1.13956 1.86998
H -3.52882 -2.21580 1.53282
H -4.85614 -2.08615 0.36590
H -3.97689 -4.82426 1.73364
H -5.30330 -4.69351 0.57100
H -5.61746 -5.33214 2.20252
*
```

Summary:
* HOMO: -0.185 Ha
* LUMO level: 2.19 eV
* energy: -59281.6554 eV
* ΔE to the lowest compared entry with this formula, charge and spin: 0.0 kcal per mole

Here are the Mulliken charges for atoms 1 to 6, given in e: -0.51, -1.10, -1.08, 1.68, -1.97, 2.15